Here is one molecule with the formula C26H38N4O3 from OMol25. Energies are from ωB97M-V/def2-TZVPD.

## Properties
- relative energy (zero: lowest compared OMol25 entry of this formula, charge and spin) (kcal/mol) = 27.5
- 2S+1 = 1
- E_HOMO (eV) = -8.3
- SMILES = Cc1ccc2cc(CN(CCCN3CCOCC3)C(=O)NC3CCCCC3)c(=O)[nH]c2c1C
- LUMO energy (eV) = 0.272
- Kohn-Sham gap (eV) = 8.57
- total energy (hartree) = -1458.36024
- charge = 0

XYZ file:
```
71
Properties=species:S:1:pos:R:3:forces:R:3:lowdin_charge:R:1
C -5.6237 -2.0522 -2.4891 0.006 0.008 0.041 -0.046
C -4.3537 -2.1738 -1.6996 0.186 -0.017 0.117 -0.225
C -4.2578 -1.7011 -0.3965 0.014 0.008 0.025 -0.165
C -3.0350 -1.8360 0.2844 0.266 -0.330 -0.610 -0.151
C -1.9225 -2.4426 -0.3283 -0.458 0.133 -0.087 -0.149
C -2.0526 -2.9163 -1.6377 -0.086 0.102 0.173 -0.019
C -3.2446 -2.7790 -2.3022 0.064 -0.052 -0.077 -0.045
H -3.3363 -3.1440 -3.3143 -0.015 -0.032 -0.103 0.107
H -1.2035 -3.3835 -2.1124 0.107 -0.058 -0.065 0.117
C -0.7056 -2.5333 0.4112 0.020 0.113 0.487 0.056
C -0.5893 -2.0362 1.6631 0.195 -0.276 -0.187 -0.106
C -1.7253 -1.3901 2.3088 -0.204 -0.006 -0.115 -0.428
O -1.7131 -0.8793 3.4193 0.112 0.081 0.219 0.046
N -2.8824 -1.3686 1.5640 -0.401 0.134 0.157 0.184
H -3.6736 -0.9277 2.0155 0.187 -0.016 0.029 0.144
C 0.7196 -2.0481 2.4066 0.135 -0.178 0.042 -0.091
N 1.5960 -0.9688 1.9742 0.104 -0.228 0.212 -0.043
C 2.5048 -1.2638 0.9862 -0.107 0.348 0.341 -0.519
O 2.6502 -2.3958 0.5572 0.068 -0.557 -0.291 0.046
N 3.2366 -0.2100 0.5205 0.062 0.210 -0.012 0.113
H 3.2412 0.6499 1.0427 -0.088 -0.012 0.046 0.124
C 4.3639 -0.4171 -0.3648 0.087 0.161 -0.016 -0.328
C 4.3775 0.6547 -1.4546 0.000 -0.387 -0.139 -0.155
C 5.5452 0.4258 -2.4095 0.069 0.333 0.140 -0.203
C 6.8678 0.4305 -1.6490 -0.005 -0.296 -0.159 -0.213
C 6.8571 -0.6348 -0.5568 0.071 0.315 0.136 -0.202
C 5.6907 -0.4088 0.3999 -0.082 -0.359 -0.204 -0.148
H 5.6710 -1.1899 1.1623 -0.041 0.040 0.069 0.119
H 5.8108 0.5553 0.9031 -0.021 0.061 0.064 0.119
H 6.7593 -1.6216 -1.0138 0.048 -0.091 -0.012 0.116
H 7.7985 -0.6126 -0.0041 0.018 -0.097 -0.020 0.108
H 7.6937 0.2468 -2.3390 0.050 0.078 0.009 0.107
H 7.0228 1.4131 -1.1966 0.050 0.072 0.006 0.112
H 5.4183 -0.5374 -2.9079 -0.014 -0.045 -0.090 0.115
H 5.5529 1.2027 -3.1769 -0.020 -0.065 -0.070 0.108
H 3.4321 0.6318 -1.9997 -0.057 0.046 0.058 0.116
H 4.4748 1.6392 -0.9885 -0.034 0.105 0.034 0.118
H 4.2129 -1.4038 -0.8139 0.054 0.134 0.021 0.150
C 1.1445 0.3728 2.2776 -0.060 0.253 -0.259 -0.151
H 0.4559 0.2824 3.1206 0.116 0.030 0.001 0.115
C 0.4060 1.0429 1.1078 -0.140 0.178 0.294 -0.143
C -0.5853 2.0928 1.6066 0.169 -0.130 -0.159 -0.195
N -1.3689 2.6507 0.5151 -0.010 0.112 0.065 -0.166
C -2.4284 1.7551 0.0843 -0.099 0.126 -0.320 -0.173
C -3.1523 2.3627 -1.1154 0.121 -0.369 0.093 -0.192
O -3.7014 3.6203 -0.8021 -0.184 0.024 0.024 -0.131
C -2.6892 4.4953 -0.3618 0.208 0.182 0.301 -0.198
C -1.9558 3.9362 0.8576 -0.146 0.095 -0.298 -0.174
H -2.6681 3.8455 1.6974 0.039 0.031 -0.006 0.132
H -1.1590 4.6248 1.1462 -0.029 0.019 0.030 0.123
H -1.9627 4.6597 -1.1715 -0.041 0.030 0.065 0.126
H -3.1829 5.4373 -0.1170 0.091 -0.018 -0.020 0.124
H -2.4401 2.4619 -1.9479 -0.059 -0.043 0.032 0.130
H -3.9852 1.7287 -1.4256 0.073 -0.023 -0.013 0.119
H -3.1559 1.5866 0.9007 0.024 -0.040 -0.018 0.125
H -2.0025 0.7955 -0.2101 -0.049 -0.059 0.010 0.112
H -1.2337 1.6458 2.3793 0.012 0.055 0.033 0.122
H -0.0287 2.9107 2.0719 -0.044 0.017 0.057 0.125
H -0.1277 0.2677 0.5581 0.038 0.006 -0.040 0.098
H 1.1042 1.5089 0.4121 -0.038 -0.014 -0.056 0.110
H 1.9855 0.9914 2.6115 -0.063 0.021 0.061 0.122
H 1.2516 -2.9817 2.2152 -0.144 0.114 0.111 0.129
H 0.5308 -1.9326 3.4771 0.038 -0.059 -0.126 0.130
H 0.1527 -2.9931 -0.0587 0.158 -0.050 -0.026 0.128
C -5.4126 -1.0457 0.3087 0.146 -0.085 -0.105 -0.025
H -5.1780 -0.0066 0.5435 -0.056 0.117 0.089 0.079
H -6.3067 -1.0542 -0.3035 -0.083 0.030 0.015 0.069
H -5.6399 -1.5683 1.2386 -0.086 0.025 0.102 0.091
H -6.4352 -2.5949 -2.0057 -0.114 0.009 -0.018 0.087
H -5.4883 -2.4632 -3.4859 -0.026 -0.009 -0.052 0.076
H -5.9214 -1.0092 -2.5884 -0.104 0.045 -0.034 0.085
```
Forces are in eV/Å.

---

Here is C28H25EuF3N7O4S as an isolated structure at a distorted geometry from OMol25. Energies are from ωB97M-V/def2-TZVPD.

## Properties
- relative energy (zero: lowest compared OMol25 entry of this formula, charge and spin) (kcal/mol) = 21.0
- 2S+1 = 8
- E_HOMO (alpha / beta) (eV) = -1.9 / -4.5
- LUMO energy (alpha / beta) (eV) = 2.472 / 2.469
- Kohn-Sham gap (alpha / beta) (eV) = 4.34 / 6.99
- total energy (hartree) = -3174.56297
- charge = -1

XYZ file:
```
69
Properties=species:S:1:pos:R:3:forces:R:3:lowdin_charge:R:1
Eu 0.3641 0.4972 0.0022 1.553 0.039 -0.212 1.434
N 1.9805 -3.5507 -1.7909 0.352 -0.457 -0.104 0.053
C 1.2000 -2.5834 -1.2630 -0.659 0.867 -0.117 -0.932
S 0.8889 -1.2139 -2.2371 0.009 -0.397 -0.555 0.533
N 0.7698 -2.8463 -0.0466 0.110 -0.942 0.542 -0.060
N -0.0025 -1.9418 0.5846 -0.156 -0.623 0.193 -0.018
C -0.3709 -2.2191 1.8064 0.147 0.084 -1.028 -0.206
C 0.0682 -3.3640 2.6116 0.118 -0.138 0.042 -0.177
C 0.3488 -3.1513 3.9640 0.006 -0.060 -0.159 -0.039
C 0.8865 -4.1629 4.7357 0.073 -0.047 0.138 -0.096
C 1.1527 -5.4030 4.1765 0.019 -0.032 0.090 -0.108
C 0.8439 -5.6318 2.8463 0.029 -0.075 0.022 -0.092
C 0.3065 -4.6248 2.0655 -0.140 -0.100 0.022 -0.038
C -1.2738 -1.2315 2.4135 -0.144 0.360 0.099 -0.235
C -2.4122 -1.6366 3.1142 0.152 0.162 -0.087 -0.015
C -3.2895 -0.6719 3.5727 0.224 0.052 -0.038 -0.065
C -2.9607 0.6641 3.3951 0.033 -0.111 0.001 -0.054
C -1.7846 0.9777 2.7318 -0.150 0.037 0.190 -0.128
N -0.9718 0.0622 2.2099 -0.355 -0.351 0.525 0.064
H 2.3740 -3.4246 -2.7049 -0.099 0.012 0.081 0.064
H 2.1319 -4.3926 -1.2651 0.068 -0.010 0.022 0.084
H 0.1800 -2.1741 4.3940 -0.030 0.069 0.039 0.119
H 1.1159 -3.9796 5.7749 0.038 0.031 0.114 0.096
H 1.6013 -6.1835 4.7759 -0.007 -0.059 0.041 0.092
H 1.0360 -6.6006 2.4092 0.010 -0.114 -0.053 0.094
H 0.0741 -4.8009 1.0287 0.025 0.019 -0.002 0.097
H -2.6041 -2.6903 3.2555 -0.022 -0.060 -0.025 0.115
H -4.2110 -0.9573 4.0582 -0.077 -0.010 0.081 0.100
H -3.6128 1.4469 3.7467 -0.024 0.127 0.021 0.100
H -1.4828 2.0099 2.6049 -0.038 -0.023 -0.120 0.103
N -0.0895 3.2220 -0.0703 -0.409 0.680 0.233 -0.037
N -1.4344 3.1206 0.3719 0.176 0.460 0.036 -0.043
C -2.2564 2.0415 -0.0860 0.528 0.401 -0.249 -0.788
O -3.4542 2.1934 0.0624 -0.964 0.136 0.221 0.002
O -1.6270 1.0437 -0.5500 -2.637 0.818 -0.890 -0.236
H 0.5163 3.4794 0.7136 -0.211 -0.337 -0.258 0.063
H 0.0093 3.9259 -0.8072 -0.113 -0.335 0.182 0.084
H -1.9453 3.9874 0.5211 0.114 -0.341 -0.132 0.120
C 3.3857 -2.1861 1.8082 -0.161 0.011 -0.121 -0.006
C 2.9655 -0.7646 1.5147 -0.360 -0.276 -1.120 -0.359
O 2.3897 -0.5174 0.4364 2.054 -0.960 1.239 -0.148
C 3.2461 0.2658 2.4737 -0.079 0.662 0.302 -0.108
C 4.2299 0.0947 3.4633 -0.208 0.035 -0.261 -0.059
C 4.5700 1.1096 4.3157 0.286 -0.026 0.253 -0.131
C 3.9266 2.3474 4.2021 -0.060 -0.031 -0.073 -0.113
C 2.9488 2.5458 3.2693 0.064 0.172 0.058 -0.031
C 2.5481 1.5199 2.3681 -0.281 -0.055 -0.429 -0.355
O 1.6092 1.7325 1.5210 0.868 0.698 1.145 -0.223
H 2.8060 -2.8602 1.1803 -0.036 0.050 -0.047 0.060
H 3.2140 -2.4280 2.8530 0.061 -0.089 0.139 0.076
H 4.4421 -2.3174 1.5809 0.165 -0.004 0.010 0.087
H 4.7660 -0.8410 3.5109 0.012 -0.155 0.068 0.100
H 5.3458 0.9690 5.0514 0.113 -0.034 0.104 0.083
H 4.2199 3.1593 4.8515 0.006 0.116 0.121 0.092
H 2.4672 3.5090 3.1713 -0.109 0.045 -0.007 0.100
F 2.8829 3.8537 -6.4438 0.311 0.021 0.045 0.135
C 1.6625 3.3429 -6.2392 -0.059 -0.051 0.245 -0.596
F 0.7898 4.3305 -6.5014 -0.234 0.149 0.020 0.137
F 1.4672 2.4062 -7.1788 -0.032 -0.219 -0.145 0.146
C 1.4812 2.7909 -4.8485 -0.011 0.011 0.116 -0.117
C 0.2145 2.3972 -4.4340 0.331 0.059 -0.001 0.017
C 0.0697 1.9009 -3.1487 -0.133 -0.015 -0.062 -0.148
N 1.0854 1.7859 -2.2916 0.167 0.200 -0.439 -0.041
C 2.2914 2.1648 -2.7017 -0.018 -0.063 0.037 -0.116
C 2.5466 2.6712 -3.9686 -0.241 0.125 -0.156 0.009
H -0.6329 2.4828 -5.0946 -0.137 -0.028 -0.038 0.122
H -0.8994 1.5773 -2.7828 0.030 -0.013 0.052 0.104
H 3.0939 2.0553 -1.9824 0.029 -0.030 0.026 0.119
H 3.5363 2.9890 -4.2541 0.112 -0.037 0.010 0.113
```
Forces are in eV/Å.